[1]
The following is a quantum chemistry calculation of C5H6O in the gas phase, from OMol25.

The largest force on an atom comes out at 0.5 eV/A. Its energy relative to the best compared isomer or geometry (same formula, charge and spin) is 40.69 kcal/mol. The total energy is -269.281401 hartree. As for the SMILES: C=C=CC(C)=O.

Atoms and positions in Å:
C (-1.21, 1.08, 0.48)
C (-0.43, -0.08, 1.07)
O (-0.94, -0.94, 1.74)
C (0.96, -1.01, -1.71)
C (1.19, -0.55, -0.51)
C (1.05, -0.13, 0.72)
H (-2.16, 0.72, 0.06)
H (-0.64, 1.61, -0.29)
H (-1.45, 1.77, 1.29)
H (0.87, -0.34, -2.57)
H (0.80, -2.07, -1.86)
H (1.83, 0.06, 1.44)

---

[2]
The following is a quantum chemistry calculation of C13H24ClN5O in the gas phase, from OMol25.

The largest force on an atom comes out at 0.7 eV/A. Its energy relative to the best compared isomer or geometry (same formula, charge and spin) is 3.16 kcal/mol. The total energy is -1319.035033 hartree. As for the SMILES: CCCCCCNc1nc(Cl)nc(NC(C)(C)CO)n1.

Atoms and positions in Å:
C (-4.44, -1.86, 2.64)
C (-3.51, -1.71, 1.44)
C (-3.89, -0.56, 0.51)
C (-3.66, 0.81, 1.13)
C (-4.03, 1.97, 0.20)
H (-3.98, 2.90, 0.76)
C (-3.12, 2.08, -1.03)
N (-1.74, 2.30, -0.67)
C (-0.81, 1.33, -0.65)
N (0.38, 1.63, -0.14)
C (1.28, 0.65, -0.17)
N (2.49, 0.95, 0.32)
H (2.58, 1.88, 0.69)
C (3.63, 0.05, 0.44)
C (4.04, -0.44, -0.95)
H (3.19, -0.91, -1.43)
H (4.84, -1.18, -0.88)
H (4.38, 0.39, -1.57)
C (3.27, -1.14, 1.34)
H (2.86, -0.79, 2.28)
H (4.17, -1.72, 1.55)
H (2.54, -1.77, 0.85)
C (4.77, 0.87, 1.08)
O (5.95, 0.14, 1.27)
H (6.27, -0.15, 0.41)
H (4.46, 1.19, 2.08)
H (4.95, 1.76, 0.47)
N (1.05, -0.58, -0.66)
C (-0.16, -0.74, -1.14)
N (-1.13, 0.13, -1.18)
Cl (-0.51, -2.29, -1.76)
H (-1.49, 3.15, -0.18)
H (-3.45, 2.92, -1.65)
H (-3.15, 1.17, -1.62)
H (-5.06, 1.84, -0.15)
H (-4.26, 0.90, 2.04)
H (-2.61, 0.90, 1.42)
H (-4.94, -0.66, 0.22)
H (-3.28, -0.65, -0.39)
H (-2.48, -1.56, 1.79)
H (-3.53, -2.64, 0.87)
H (-4.38, -0.99, 3.29)
H (-5.47, -1.97, 2.31)
H (-4.17, -2.73, 3.22)

---

[3]
The following is a quantum chemistry calculation of a molecular structure, C27H35AsCeN2OP2 in a non-equilibrium geometry, from OMol25.

The largest force on an atom comes out at 4.4 eV/A. Its energy relative to the best compared isomer or geometry (same formula, charge and spin) is 33.20 kcal/mol. The multiplicity is 3. The total energy is -4627.569156 hartree. The net charge is +2.

Atoms and positions in Å:
Ce (0.62, 0.09, -0.03)
P (0.33, 3.05, 0.14)
P (2.05, -2.52, 1.05)
N (-1.30, 0.76, -0.85)
N (-0.75, -1.80, -0.33)
H (-3.09, 0.06, -1.76)
H (-2.81, -2.09, 0.04)
H (-3.21, 0.14, 0.01)
C (-2.50, -0.11, -0.82)
H (-2.35, -2.05, -1.69)
C (-2.16, -1.58, -0.70)
H (-2.08, 1.83, -2.55)
H (-1.04, -3.80, -0.75)
C (-1.15, 1.71, -1.94)
C (-0.33, -3.08, -0.31)
H (-1.45, 3.76, -1.37)
C (-0.59, 3.07, -1.47)
H (0.05, 3.45, -2.27)
H (3.19, -3.01, 0.32)
H (2.18, -3.41, 2.18)
H (1.32, 4.05, -0.09)
H (-0.58, 3.92, 0.81)
O (1.56, 0.54, -1.93)
C (1.02, 0.59, -3.15)
C (1.53, 1.69, -4.02)
C (0.61, -0.71, -3.74)
H (-0.38, 1.30, -2.57)
H (1.29, 2.70, -3.63)
H (2.62, 1.59, -4.03)
H (1.17, 1.65, -5.05)
H (0.01, -1.33, -3.07)
H (0.06, -0.62, -4.69)
H (1.49, -1.33, -3.97)
C (0.88, -3.55, 0.19)
H (1.06, -4.61, 0.05)
C (-1.70, 3.75, 6.26)
C (-0.70, 4.07, 5.33)
C (-0.37, 3.18, 4.31)
C (-1.04, 1.95, 4.23)
C (-2.03, 1.62, 5.15)
C (-2.37, 2.53, 6.16)
As (-0.43, 0.71, 2.84)
C (1.17, 0.05, 3.81)
C (2.42, 0.52, 3.36)
C (3.58, 0.08, 4.01)
C (3.50, -0.77, 5.12)
C (2.24, -1.19, 5.58)
C (1.08, -0.77, 4.93)
C (-1.73, -0.76, 3.04)
C (-1.34, -2.09, 3.24)
C (-2.30, -3.09, 3.30)
C (-3.66, -2.79, 3.10)
C (-4.03, -1.47, 2.82)
C (-3.08, -0.46, 2.77)
H (-1.96, 4.46, 7.04)
H (-0.17, 5.03, 5.39)
H (0.39, 3.44, 3.58)
H (-2.55, 0.67, 5.10)
H (-3.17, 2.27, 6.86)
H (2.50, 1.22, 2.53)
H (4.55, 0.42, 3.64)
H (4.41, -1.10, 5.62)
H (2.16, -1.84, 6.45)
H (0.10, -1.09, 5.31)
H (-0.27, -2.34, 3.35)
H (-2.00, -4.12, 3.50)
H (-4.41, -3.58, 3.15)
H (-5.09, -1.22, 2.62)
H (-3.37, 0.57, 2.52)

---

[4]
The following is a quantum chemistry calculation of a molecular structure, C48H55N8O6PtS2 in a non-equilibrium geometry, from OMol25.

The largest force on an atom comes out at 2.5 eV/A. Its energy relative to the best compared isomer or geometry (same formula, charge and spin) is 75.37 kcal/mol. The total energy is -3666.994224 hartree. The net charge is +1.

Atoms and positions in Å:
Pt (-0.54, -0.29, -0.24)
C (-2.24, 4.36, 3.60)
C (-1.90, 3.33, 2.52)
C (-1.44, 4.04, 1.24)
C (-3.04, 2.40, 2.19)
C (-4.34, 2.85, 2.25)
C (-5.41, 2.05, 1.88)
C (-5.18, 0.77, 1.39)
C (-3.90, 0.28, 1.27)
C (-3.69, -1.12, 0.75)
C (-4.50, -1.39, -0.52)
C (-4.03, -2.12, 1.85)
C (-2.80, 1.08, 1.71)
N (-1.52, 0.60, 1.64)
C (-0.75, 0.54, 2.75)
O (-1.18, 0.49, 3.89)
C (0.72, 0.48, 2.47)
C (1.66, 0.54, 3.49)
C (3.00, 0.42, 3.17)
C (3.36, 0.22, 1.85)
C (2.36, 0.17, 0.88)
N (1.08, 0.34, 1.20)
C (2.65, -0.17, -0.55)
O (3.78, -0.11, -1.02)
N (1.57, -0.59, -1.21)
C (1.52, -1.03, -2.50)
C (1.67, -2.42, -2.76)
C (1.42, -2.90, -4.03)
C (1.04, -2.04, -5.05)
C (0.98, -0.68, -4.82)
C (1.24, -0.14, -3.57)
C (1.28, 1.37, -3.50)
C (1.08, 2.04, -2.14)
C (2.63, 1.82, -4.09)
C (2.21, -3.33, -1.69)
C (1.76, -4.79, -1.81)
C (3.74, -3.28, -1.79)
H (-1.33, 4.88, 3.90)
H (-2.66, 3.88, 4.47)
H (-2.93, 5.11, 3.23)
H (-1.05, 2.75, 2.89)
H (-2.26, 4.64, 0.84)
H (-1.14, 3.31, 0.49)
H (-0.60, 4.70, 1.46)
H (-4.54, 3.86, 2.58)
H (-6.42, 2.43, 1.95)
H (-6.02, 0.16, 1.11)
H (-2.62, -1.22, 0.48)
H (-5.56, -1.47, -0.31)
H (-4.18, -2.34, -0.96)
H (-4.35, -0.61, -1.25)
H (-5.07, -2.03, 2.15)
H (-3.41, -1.95, 2.73)
H (-3.87, -3.14, 1.50)
H (1.32, 0.67, 4.51)
H (3.76, 0.47, 3.94)
H (4.39, 0.08, 1.54)
H (1.53, -3.95, -4.24)
H (0.81, -2.43, -6.03)
H (0.72, -0.01, -5.63)
H (0.49, 1.72, -4.17)
H (2.01, 2.09, -1.58)
H (0.34, 1.50, -1.55)
H (0.74, 3.06, -2.30)
H (3.45, 1.36, -3.53)
H (2.71, 2.90, -4.02)
H (2.73, 1.53, -5.13)
H (1.90, -2.94, -0.71)
H (2.34, -5.32, -2.56)
H (0.71, -4.87, -2.08)
H (1.91, -5.30, -0.86)
H (4.06, -3.60, -2.78)
H (4.19, -3.94, -1.04)
H (4.11, -2.27, -1.63)
N (-0.97, -4.25, 0.07)
C (-0.90, -3.79, 1.32)
S (-0.04, -2.34, 1.55)
N (-1.43, -4.52, 2.30)
C (-1.66, -4.24, 3.67)
C (-2.15, -5.29, 4.45)
C (-2.40, -5.10, 5.79)
C (-2.21, -3.86, 6.37)
C (-1.76, -2.80, 5.59)
C (-1.47, -3.00, 4.25)
H (-0.61, -3.64, -0.66)
H (-1.43, -5.11, -0.19)
H (-1.75, -5.44, 2.03)
H (-2.33, -6.26, 4.00)
H (-2.76, -5.92, 6.40)
H (-2.41, -3.70, 7.42)
H (-1.63, -1.82, 6.01)
H (-1.10, -2.17, 3.67)
S (-2.40, 1.62, -1.11)
C (-2.24, 2.63, -2.46)
N (-2.00, 2.25, -3.71)
C (-2.11, 3.35, -4.64)
C (-2.38, 4.56, -3.72)
N (-2.45, 3.95, -2.41)
H (-1.88, 1.26, -3.93)
H (-2.93, 3.18, -5.34)
H (-1.19, 3.47, -5.22)
H (-3.32, 5.06, -3.97)
H (-1.58, 5.30, -3.76)
H (-2.63, 4.46, -1.56)
O (-1.74, -0.43, -3.34)
C (-1.70, -1.56, -2.86)
O (-1.28, -1.86, -1.70)
C (-2.15, -2.75, -3.68)
C (-2.49, -2.67, -5.03)
C (-2.87, -3.81, -5.72)
C (-2.92, -5.04, -5.10)
C (-2.58, -5.12, -3.76)
C (-2.22, -3.98, -3.05)
N (-2.56, -6.38, -3.05)
O (-2.85, -7.38, -3.65)
O (-2.24, -6.34, -1.87)
H (-2.45, -1.72, -5.53)
H (-3.13, -3.73, -6.77)
H (-3.21, -5.93, -5.64)
H (-2.00, -4.05, -2.00)

---

[5]
The following is a quantum chemistry calculation of C5H10N2O2 in the gas phase in a non-equilibrium geometry, from OMol25.

The largest force on an atom comes out at 1.7 eV/A. Its energy relative to the best compared isomer or geometry (same formula, charge and spin) is 155.99 kcal/mol. The total energy is -456.305613 hartree.

Atoms and positions in Å:
C (2.55, -0.25, 0.03)
C (-1.72, -0.74, 0.72)
C (1.29, 0.42, 0.27)
C (0.30, 1.11, 0.62)
C (-1.18, 0.33, -0.24)
N (-0.28, -1.60, -1.76)
N (-0.14, 2.24, 1.22)
O (-0.13, -0.31, -1.20)
O (-1.97, 1.10, -0.76)
H (-0.92, -2.23, -1.27)
H (-0.57, -1.39, -2.71)
H (-0.87, 2.71, 0.70)
H (0.55, 2.87, 1.60)
H (2.52, -1.31, 0.31)
H (3.32, 0.22, 0.64)
H (2.86, -0.18, -1.02)
H (-2.48, -1.34, 0.21)
H (-2.20, -0.24, 1.55)
H (-0.94, -1.40, 1.11)

---

[6]
The following is a quantum chemistry calculation of 12 unconnected molecules or ions with the total composition H23O12 in a non-equilibrium geometry, from OMol25.

The largest force on an atom comes out at 1.3 eV/A. Its energy relative to the best compared isomer or geometry (same formula, charge and spin) is 0.00 kcal/mol. The multiplicity is 2. The total energy is -916.536447 hartree.

Atoms and positions in Å:
O (0.19, -0.85, 3.39)
H (-0.10, -1.51, 4.02)
H (0.40, -1.45, 2.66)
O (3.09, -3.61, 2.17)
H (2.97, -3.41, 1.24)
H (2.48, -2.97, 2.56)
O (0.36, 4.46, -1.49)
H (0.65, 5.09, -0.82)
O (-0.74, 1.01, -3.77)
H (0.07, 0.64, -3.38)
H (-0.99, 1.73, -3.19)
O (-0.09, -1.58, -0.71)
H (-0.66, -1.77, -1.47)
H (0.86, -0.52, -1.36)
O (1.27, 1.81, 0.38)
H (0.52, 1.34, 0.79)
H (0.42, 3.67, -0.95)
O (-0.94, 0.39, 0.81)
H (-0.68, -0.09, 1.60)
H (-0.88, -0.14, 0.01)
O (1.26, 0.24, -1.84)
H (2.15, 0.04, -2.16)
H (1.41, 1.24, -0.40)
O (-3.69, 0.20, 0.09)
H (-2.98, 0.85, 0.15)
H (-3.15, -0.59, 0.17)
O (2.62, 2.27, 2.79)
H (2.08, 2.36, 1.99)
H (2.39, 1.40, 3.14)
O (-3.64, -0.38, -3.18)
H (-2.88, -0.31, -3.76)
H (-3.26, -0.03, -2.36)
O (0.00, -3.17, 1.30)
H (0.21, -2.63, 0.52)
H (-0.72, -3.75, 1.06)